# 1
A cluster of 2 separate species, C4H7NO in total in a non-equilibrium geometry. Source: the OMol25 dataset; level of theory: ωB97M-V/def2-TZVPD.

ORCA input file:
```
! RIJCOSX wB97M-V def2-TZVPD def2/J DEFGRID3
* xyz 0 1
C -1.16 -0.36 1.71
C -0.94 0.57 0.69
N -0.12 -0.02 -0.22
C 0.19 -1.30 0.15
C -0.45 -1.53 1.36
H -1.78 -0.16 2.62
H -1.32 1.51 0.62
H 0.20 0.36 -1.03
H 0.83 -1.97 -0.45
H -0.37 -2.47 1.89
H 1.51 1.80 -3.23
H 2.04 2.06 -1.77
O 1.37 1.53 -2.35
*
```

Computed properties:
**SMILES string**: c1cc[nH]c1.O
**Max |F|**: 4.167 eV Å⁻¹
**Orbital gap**: 8.42 eV
**HOMO**: -7.9 eV

***

# 2
A cluster of 2 separate species, CH4Cl2NOP in total in a non-equilibrium geometry. Source: the OMol25 dataset; level of theory: ωB97M-V/def2-TZVPD.

ORCA input file:
```
! RIJCOSX wB97M-V def2-TZVPD def2/J DEFGRID3
* xyz 0 3
C 1.28 -1.58 -0.59
N -1.86 0.74 0.36
O 0.20 1.55 1.87
P -0.21 0.94 0.61
Cl 2.81 -1.53 0.28
Cl 0.35 2.07 -0.94
H 0.69 -2.49 -0.38
H 1.43 -1.04 -1.54
H -2.02 0.29 -0.58
H -2.66 1.04 0.90
*
```

Computed properties:
**Max |F|**: 2.129 eV Å⁻¹
**Orbital gap (spin up / spin down)**: 8.78 / 8.69 eV
**HOMO (spin up / spin down)**: -8.1 / -10.8 eV

***

# 3
A cluster of 11 separate species, H21O11 in total in a non-equilibrium geometry. Source: the OMol25 dataset; level of theory: ωB97M-V/def2-TZVPD.

ORCA input file:
```
! RIJCOSX wB97M-V def2-TZVPD def2/J DEFGRID3
* xyz -1 1
O -0.19 0.41 -0.43
H 0.26 -0.25 0.14
O 2.76 -0.86 -0.06
H 2.65 -1.76 -0.41
H 2.22 -0.85 0.73
O 1.35 0.78 -2.50
H 0.84 0.50 -1.71
H 2.08 0.18 -2.58
O -2.36 -0.70 -1.56
H -1.48 -0.33 -1.19
H -2.61 -1.45 -0.97
O -0.12 -2.29 -0.88
H 0.59 -2.46 -1.50
H -0.10 -1.34 -0.74
O -2.43 2.09 -0.36
H -1.68 2.52 -0.74
H -1.91 1.27 -0.37
O -1.82 -0.41 1.58
H -1.52 -1.32 1.70
H -1.35 -0.18 0.80
O 0.96 2.09 1.26
H 0.29 2.74 1.52
H 0.61 1.55 0.57
O 1.27 -0.51 2.08
H 1.32 -0.61 3.04
H 0.88 0.33 1.96
O -0.26 2.96 -1.56
H -0.18 2.06 -1.24
H 0.28 3.46 -0.94
O -0.41 -2.63 1.69
H 0.47 -2.28 1.93
H -0.39 -2.71 0.76
*
```

Computed properties:
**Max |F|**: 2.901 eV Å⁻¹
**Orbital gap**: 9.20 eV
**HOMO**: -6.5 eV